The following is a quantum chemistry calculation of a molecular structure, C3H6N2OS, from OMol25.

For the highest occupied orbital energy, the calculation gives -8.45 eV. The energy is -19068.01589 eV. The value obtained for the LUMO energy is 0.7144 eV.

```
! wB97M-V def2-TZVPD RIJCOSX def2/J DEFGRID3
* xyz 0 1
C 0.671 -0.017 0.576
C -0.456 0.908 0.480
C -0.186 -0.969 -0.224
H 2.284 -0.465 -0.474
H 2.464 0.893 0.574
H 0.602 -0.490 1.585
H -0.283 1.747 -0.179
H -0.948 1.233 1.329
H -2.534 -0.818 -1.444
N 1.857 0.414 -0.152
N -1.212 -0.060 -0.293
O -2.381 0.034 -0.969
S 0.121 -2.411 -0.810
*
```


The following is a quantum chemistry calculation of C8H8 in the gas phase, from OMol25.

For the highest occupied orbital energy, the calculation gives -8.73 eV. The energy is -8419.99844 eV. The structure (SMILES) is C1=C[C@]23C=C[C@]12CC3. The value obtained for the LUMO energy is 1.1647 eV.

```
! wB97M-V def2-TZVPD RIJCOSX def2/J DEFGRID3
* xyz 0 1
C -0.716 1.083 -1.226
C 0.190 1.722 -0.418
C 0.986 -0.964 -1.116
C 1.628 -0.354 -0.091
C -1.046 -1.079 0.504
C -0.402 0.012 1.473
C -0.416 -0.258 -0.721
C 0.511 0.474 0.353
H -1.341 1.448 -2.086
H 0.533 2.784 -0.492
H 1.137 -1.938 -1.550
H 2.634 -0.280 0.114
H -0.461 -1.953 0.654
H -2.153 -1.210 0.421
H -1.054 0.889 1.763
H -0.030 -0.378 2.418
*
```


The following is a quantum chemistry calculation of a molecular structure, C24H43CoN2P3S, from OMol25.

For the highest occupied orbital energy (alpha / beta), the calculation gives -16.45 / -16.52 eV. The energy is -104866.33886 eV. The value obtained for the LUMO energy (alpha / beta) is -8.6694 / -12.8367 eV.

```
! wB97M-V def2-TZVPD RIJCOSX def2/J DEFGRID3
* xyz 3 5
Co 0.374 0.468 -0.044
P -0.471 2.278 0.902
P -1.939 -0.422 0.008
P 2.440 0.975 0.139
H 0.991 1.511 -3.364
C 1.875 0.971 -3.004
C 2.124 -0.315 -3.296
H 1.668 -0.790 -4.175
C -0.860 3.570 -0.343
C -1.956 2.472 1.977
C 0.609 3.245 2.047
C -2.339 -2.093 -0.624
C -2.745 -0.604 1.662
C -3.077 0.627 -0.976
C 3.711 -0.195 -0.460
C 3.099 1.161 1.842
C 2.549 2.636 -0.670
H 2.766 1.565 -2.738
H 2.963 -0.854 -2.866
H -1.223 4.460 0.199
H -1.641 3.223 -1.028
H 0.029 3.837 -0.922
H -1.949 3.505 2.369
H -1.914 1.792 2.833
H -2.896 2.323 1.437
H 0.053 4.136 2.369
H 1.543 3.562 1.571
H 0.848 2.645 2.931
H -3.365 -2.097 -1.027
H -2.230 -2.833 0.177
H -1.660 -2.371 -1.430
H -3.377 0.260 1.904
H -1.988 -0.728 2.445
H -3.367 -1.507 1.654
H -3.824 -0.014 -1.463
H -2.521 1.159 -1.757
H -3.592 1.365 -0.345
H 4.522 -0.263 0.274
H 4.130 0.114 -1.420
H 3.251 -1.184 -0.567
H 4.198 1.129 1.796
H 2.743 0.325 2.455
H 2.780 2.091 2.304
H 3.562 2.770 -1.069
H 2.300 3.469 -0.015
H 1.843 2.682 -1.507
C -0.431 -2.504 -3.614
C -0.457 -1.210 -3.063
C -1.187 -0.191 -3.656
C -2.039 -0.490 -4.729
C -2.126 -1.808 -5.217
C -1.320 -2.813 -4.659
S 0.688 -3.714 -3.019
H -0.182 -4.652 -2.732
H 0.171 -1.033 -2.177
H -1.095 0.837 -3.307
H -2.645 0.297 -5.177
H -2.796 -2.056 -6.032
H -1.352 -3.833 -5.017
N 0.982 -3.166 2.105
C 0.888 -2.344 1.035
N 0.593 -1.110 1.427
C 0.483 -1.115 2.833
C 0.047 -0.129 3.725
C -0.138 -0.491 5.064
C 0.149 -1.794 5.495
C 0.598 -2.782 4.602
C 0.750 -2.420 3.265
H 1.233 -4.154 2.043
H 0.989 -2.677 0.001
H -0.152 0.880 3.353
H -0.514 0.246 5.782
H 0.010 -2.030 6.553
H 0.815 -3.799 4.933
*
```


The following is a quantum chemistry calculation of C4H6N2O5S in the gas phase, from OMol25.

For the highest occupied orbital energy, the calculation gives -9.72 eV. The energy is -28293.64742 eV. The value obtained for the LUMO energy is -0.6967 eV.

```
! wB97M-V def2-TZVPD RIJCOSX def2/J DEFGRID3
* xyz 0 1
C -0.528 -0.624 -0.976
C -0.144 -0.216 0.379
C 0.824 1.081 0.253
C 0.157 2.295 0.017
N -1.810 -0.597 -1.166
N -0.675 3.128 0.155
O 0.353 -1.157 -1.783
O -2.775 1.236 0.518
O -1.329 4.087 0.156
O -2.999 -1.088 1.184
O -4.283 -0.202 -0.715
S -3.147 -0.096 0.131
H -0.894 0.388 0.902
H 0.395 -0.961 0.919
H 1.554 1.103 1.058
H 1.474 0.885 -0.637
H 1.266 -1.376 -1.398
H -2.318 -0.580 -2.050
*
```


The following is a quantum chemistry calculation of a molecular structure, C12H25N6PtSe2Si, from OMol25.

For the highest occupied orbital energy (alpha / beta), the calculation gives -8.49 / -11.22 eV. The energy is -163601.64697 eV. The value obtained for the LUMO energy (alpha / beta) is -3.9092 / -5.2371 eV.

```
! wB97M-V def2-TZVPD RIJCOSX def2/J DEFGRID3
* xyz 1 3
Pt -0.224 -0.095 0.068
N 1.173 -1.186 -1.529
C 2.246 -1.866 -0.808
C 1.728 -2.334 0.553
N 1.188 -1.230 1.356
C 2.183 -0.409 2.060
C 2.528 0.888 1.317
N 1.306 1.604 0.963
H 0.605 -1.837 -2.063
H 1.526 -0.467 -2.155
H 3.072 -1.169 -0.679
H 2.623 -2.736 -1.358
H 2.531 -2.843 1.097
H 0.916 -3.047 0.383
H 0.583 -1.651 2.064
H 3.104 -0.981 2.233
H 1.766 -0.134 3.032
H 3.065 0.672 0.392
H 3.191 1.477 1.967
H 1.505 2.300 0.249
H 0.906 2.071 1.775
Se 1.537 2.814 -3.109
N -0.049 3.361 -3.638
C -0.992 2.668 -3.013
C -2.379 2.813 -3.142
C -3.183 2.020 -2.342
C -2.629 1.085 -1.478
N -1.311 0.910 -1.345
C -0.495 1.693 -2.073
N 0.830 1.604 -1.983
H -2.784 3.524 -3.844
H -4.258 2.093 -2.418
H -3.260 0.426 -0.900
C -5.219 -1.104 0.381
Si -4.260 -0.586 1.942
C -4.402 -1.842 3.365
C -4.462 1.228 2.478
Se -1.926 -0.927 1.569
H -6.232 -1.383 0.649
H -4.757 -1.965 -0.093
H -5.291 -0.311 -0.357
H -5.408 -1.927 3.761
H -3.747 -1.558 4.185
H -4.095 -2.827 3.025
H -5.432 1.376 2.939
H -4.382 1.920 1.645
H -3.705 1.499 3.209
*
```


The following is a quantum chemistry calculation of a molecular structure, C61H57AlClNO7P2SSb2, from OMol25.

For the highest occupied orbital energy, the calculation gives -8.30 eV. The energy is -141616.72911 eV. The value obtained for the LUMO energy is 0.4013 eV.

```
! wB97M-V def2-TZVPD RIJCOSX def2/J DEFGRID3
* xyz 0 1
Al -0.318 -0.738 -1.120
C -0.837 3.806 -1.344
C -1.859 4.236 -0.286
C -1.401 4.038 1.159
Sb -1.216 2.009 1.915
C -3.264 1.913 2.574
C -3.585 0.975 3.554
C -4.895 0.807 3.978
C -5.910 1.574 3.421
C -5.602 2.515 2.451
C -4.288 2.680 2.027
C -0.486 2.706 3.812
C 0.855 2.527 4.146
C 1.354 3.002 5.352
C 0.516 3.663 6.237
C -0.820 3.855 5.909
C -1.318 3.379 4.704
Sb -0.869 1.809 -2.153
C -2.716 1.838 -3.199
C -3.544 2.951 -3.294
C -4.703 2.893 -4.055
C -5.051 1.719 -4.707
C -4.235 0.600 -4.606
C -3.070 0.661 -3.857
C 0.366 2.376 -3.796
C 1.731 2.106 -3.786
C 2.534 2.555 -4.827
C 1.981 3.278 -5.873
C 0.620 3.552 -5.882
C -0.187 3.102 -4.847
H 0.182 3.951 -0.977
H -0.944 4.409 -2.246
H -2.820 3.740 -0.458
H -2.049 5.304 -0.433
H -2.103 4.507 1.851
H -0.429 4.514 1.309
H -2.801 0.373 3.997
H -5.124 0.073 4.741
H -6.935 1.437 3.739
H -6.387 3.120 2.016
H -4.078 3.416 1.260
H 1.518 2.008 3.462
H 2.396 2.846 5.601
H 0.901 4.029 7.180
H -1.478 4.373 6.594
H -2.365 3.530 4.465
H -3.284 3.874 -2.788
H -5.337 3.767 -4.139
H -5.960 1.674 -5.292
H -4.504 -0.317 -5.113
H -2.436 -0.217 -3.783
H 2.180 1.533 -2.985
H 3.592 2.328 -4.817
H 2.609 3.626 -6.683
H 0.182 4.110 -6.700
H -1.251 3.307 -4.872
C 2.608 -3.356 1.718
N 1.782 -2.137 1.668
P 2.413 -0.553 1.876
C 3.311 -0.743 3.478
C 2.979 -1.690 4.445
C 3.592 -1.684 5.691
C 4.541 -0.723 5.999
C 4.874 0.234 5.050
C 4.263 0.226 3.807
C 3.841 -0.283 0.756
C 4.005 1.033 0.328
C 5.065 1.391 -0.491
C 5.961 0.423 -0.918
C 5.800 -0.894 -0.509
C 4.753 -1.245 0.329
P 0.285 -2.231 0.851
C -0.943 -2.195 2.226
C -2.243 -2.647 1.984
C -3.159 -2.746 3.019
C -2.790 -2.398 4.313
C -1.515 -1.911 4.555
C -0.600 -1.797 3.514
C 0.018 -3.968 0.339
C -0.199 -4.970 1.288
C -0.504 -6.260 0.894
C -0.622 -6.563 -0.457
C -0.429 -5.573 -1.406
C -0.107 -4.282 -1.011
H 3.532 -3.133 2.245
H 2.843 -3.720 0.716
H 2.098 -4.145 2.269
H 2.243 -2.453 4.226
H 3.325 -2.436 6.423
H 5.022 -0.721 6.969
H 5.614 0.992 5.277
H 4.538 0.979 3.078
H 3.281 1.782 0.634
H 5.176 2.418 -0.814
H 6.776 0.692 -1.577
H 6.491 -1.655 -0.848
H 4.655 -2.276 0.635
H -2.527 -2.970 0.990
H -4.157 -3.115 2.819
H -3.498 -2.499 5.126
H -1.222 -1.618 5.556
H 0.386 -1.393 3.707
H -0.159 -4.737 2.345
H -0.665 -7.026 1.641
H -0.875 -7.570 -0.765
H -0.528 -5.801 -2.459
H 0.052 -3.525 -1.765
O 2.219 -2.344 -1.263
S 1.901 -1.137 -1.994
O 0.480 -1.331 -2.629
O 1.448 -0.040 -0.999
O 2.871 -0.688 -2.935
C -7.165 2.144 -0.829
C -7.331 0.750 -0.297
C -8.569 0.313 0.152
C -8.731 -0.965 0.660
Cl -10.296 -1.468 1.233
C -7.666 -1.842 0.712
C -6.423 -1.426 0.259
C -6.251 -0.138 -0.229
O -5.033 0.325 -0.660
C -3.891 -0.226 -0.043
C -3.259 -1.357 -0.848
O -3.894 -2.307 -1.224
O -1.948 -1.271 -1.015
H -7.806 2.842 -0.288
H -7.438 2.185 -1.884
H -6.130 2.469 -0.751
H -9.419 0.983 0.118
H -7.806 -2.845 1.090
H -5.596 -2.122 0.250
H -4.141 -0.613 0.950
H -3.166 0.576 0.081
*
```